1.
C28H46CoNOP2 | ωB97M-V/def2-TZVPD

```
79
C28H46CoNOP2 | the Open Molecules 2025 dataset | ωB97M-V/def2-TZVPD
Co -0.0140 -1.9367 0.9272
C -1.5290 -1.7878 2.2807
C -1.2218 -3.1263 1.8428
C 0.7619 -2.1636 2.6572
C -0.3282 -1.2077 2.7825
C 0.1959 -3.3822 2.1009
C -2.9052 -1.1996 2.3924
H -3.5086 -1.4851 1.5165
H -2.8390 -0.1056 2.4704
H -3.4169 -1.5880 3.2901
C -0.2477 0.1221 3.4477
H -1.1575 0.7051 3.2475
H 0.6279 0.6743 3.0851
H -0.1391 0.0266 4.5391
C 2.1510 -1.9464 3.1596
H 2.1731 -1.8745 4.2599
H 2.5376 -0.9821 2.7762
H 2.8094 -2.7724 2.8409
C 0.8589 -4.6940 1.9432
H 0.7136 -5.3330 2.8237
H 1.9285 -4.5591 1.7596
H 0.4353 -5.2095 1.0730
C -2.2187 -4.0652 1.2496
H -2.6485 -4.7259 2.0131
H -1.7626 -4.6725 0.4530
H -3.0403 -3.4739 0.8131
C -1.4087 2.3170 -0.0355
C -2.6106 1.7615 -0.3158
C -2.8271 0.2738 -0.6763
C -1.6848 -0.3615 -1.4992
C -0.6071 -1.2189 -0.9161
C 0.6246 -0.5689 -0.5125
C 0.8523 0.9132 -0.2460
C -0.0654 2.0784 -0.7063
H -3.7224 0.1965 -1.3157
H -1.1438 0.5179 -1.8922
H -3.1097 -0.3657 0.1827
H -0.1600 2.0879 -1.8294
H -1.3441 3.0069 0.8164
H -3.5391 2.3431 -0.2039
H 0.5225 2.9818 -0.4783
H 1.0802 1.0349 0.8371
H 1.5614 -1.1525 -0.6644
H 1.8690 1.0824 -0.6549
H -2.0910 -0.8624 -2.3869
H -0.4401 -2.2096 -1.3974
P -0.8442 1.4596 -3.6929
C -0.6292 3.1442 -4.3353
C -2.0734 0.6367 -4.7428
P 1.1223 -0.9441 -3.0783
C 0.7580 0.6565 -3.9923
C 0.3963 -2.2878 -4.0953
C 2.9062 -0.9724 -3.4486
H 0.3472 3.5583 -4.0468
H -1.3990 3.7895 -3.8727
H -0.7311 3.1982 -5.4292
H -1.9186 0.8920 -5.8048
H -3.0801 0.9655 -4.4274
H -2.0304 -0.4572 -4.6209
H 3.0972 -0.5903 -4.4540
H 3.3212 -1.9789 -3.3382
H 3.4132 -0.3301 -2.7226
H 1.4980 1.3820 -3.5720
H 0.8988 0.5797 -5.0980
H 0.9287 -3.2255 -3.8640
H 0.4540 -2.0669 -5.1718
H -0.6562 -2.4604 -3.8244
O 2.7328 1.2749 2.0709
N 2.4043 2.3892 2.6774
C 2.4004 2.4121 4.0591
C 1.9825 3.5498 4.7225
C 1.6331 4.6909 3.9973
C 1.5715 4.6359 2.6029
C 2.0357 3.5012 1.9550
H 2.7258 1.4913 4.5363
H 2.0027 3.5266 5.8094
H 1.3895 5.6167 4.5041
H 1.2428 5.4697 1.9824
H 2.1277 3.3998 0.8645
```

The HOMO energy (spin up / spin down) comes out at -7.67 / -9.95 eV. As for the HOMO-LUMO gap (spin up / spin down): 5.7 / 5.3 eV. The maximum force is 5.7 eV Å⁻¹. As for the total energy: -89508.0152 eV. As for the charge: +1. As for the molar mass: 533.56 g/mol. The spin multiplicity is 6. The expectation value of S² is 8.769. The LUMO energy (spin up / spin down) is -1.942 / -4.671 eV.

Mulliken atomic charge list, values in e, 8 entries:
1. Co -0.51
2. C 0.96
3. C 0.63
4. C 0.30
5. C 0.72
6. C 1.04
7. C -1.84
8. H 0.54

***

2.
C11H46F3N2O19PS | ωB97M-V/def2-TZVPD

```
83
C11H46F3N2O19PS | the Open Molecules 2025 dataset | ωB97M-V/def2-TZVPD
C -1.5489 -2.1607 -3.8373
C -0.7185 -1.0221 -4.5111
O -1.1613 -0.5482 -5.5306
N 0.5180 -0.5133 -3.9537
C 1.3872 0.1216 -4.9605
N 0.3247 0.2917 -2.8017
C -1.0116 0.9272 -2.5270
C -1.1501 2.2730 -3.3360
C -0.7639 1.4681 -1.0177
C -1.9765 1.1726 -0.0380
O -1.6890 0.2177 1.0059
C -2.6094 -0.7771 1.0700
F -2.2597 -1.5537 2.1353
F -2.6293 -1.5864 -0.0156
F -3.8796 -0.3415 1.3306
C 0.7301 1.0767 -0.6018
O 1.1038 1.0290 0.7526
C 1.0192 -0.1679 -1.5285
P 2.9228 -0.0424 -1.7815
S 3.6866 -1.5939 -2.6516
C 0.6708 -1.6140 -1.0291
O 0.7326 -2.6029 -1.7653
O 0.2716 -1.7776 0.1817
H -1.9686 -1.7920 -2.8649
H -2.4216 -2.4443 -4.4714
H -0.9468 -3.0756 -3.6431
H 1.4068 -0.5241 -5.8726
H 2.4570 0.1878 -4.6311
H 0.9800 1.1350 -5.2211
H 0.9045 1.1251 -3.0287
H -1.9083 0.2957 -2.3685
H -0.3027 2.9853 -3.0769
H -2.0909 2.8192 -3.0771
H -1.1226 2.1504 -4.4462
H -0.7182 2.6142 -1.0123
H -2.2834 2.1247 0.4517
H -2.9004 0.8057 -0.5642
H 1.3310 1.9077 -1.0933
H 0.4607 1.5910 1.2164
H 3.0917 1.1793 -2.5277
H 3.4459 0.2185 -0.4836
O 0.5758 -5.2775 -0.2571
H 0.4808 -4.3146 -0.1785
H 0.1805 -5.4774 -1.1111
O 0.1794 0.1364 3.6913
H -0.4021 0.3081 2.9472
H 0.5805 -0.7158 3.4719
O -4.0829 -1.3035 -6.4408
H -3.2408 -0.8592 -6.2799
H -4.7247 -0.7792 -5.9473
O 1.6005 0.5640 6.7250
H 1.4990 1.5106 6.8854
H 1.1728 0.4248 5.8687
O 0.6537 -3.2508 3.6353
H 1.1522 -4.0759 3.5835
H 0.4140 -3.0641 2.7161
O -2.2627 3.9615 -0.8315
H -2.2782 4.2946 0.0777
H -3.1005 4.2630 -1.2043
O 0.9189 -1.9352 8.8522
H 1.1446 -1.3385 8.1248
H 1.7231 -1.9698 9.3811
O 5.9333 0.9858 -2.2779
H 6.1770 1.5256 -3.0384
H 6.7223 0.9920 -1.7237
O 2.5287 3.3534 7.6510
H 2.8438 3.9340 8.3522
H 3.2031 2.6646 7.5974
O 0.3510 -6.5637 3.7962
H -0.3654 -5.9173 3.7834
H 0.5641 -6.6951 2.8640
O -6.8263 0.0890 -6.0360
H -7.5349 0.7356 -6.1253
H -6.5940 -0.1315 -6.9467
O 2.0262 -2.6097 12.2596
H 1.4384 -2.4334 11.5153
H 2.4288 -3.4584 12.0441
O 1.8245 4.1374 -2.6785
H 2.0666 4.6765 -3.4410
H 2.6165 4.1481 -2.1274
O -0.6561 4.5017 1.1786
H -0.4106 5.0537 0.4250
H 0.1362 4.4915 1.7287
```

The HOMO energy comes out at -8.17 eV. As for the HOMO-LUMO gap: 7.4 eV. The maximum force is 4.5 eV Å⁻¹. As for the total energy: -82308.9568 eV. As for the charge: 0. As for the molar mass: 630.52 g/mol. The LUMO energy is -0.785 eV.

Mulliken atomic charge list, values in e, 8 entries:
1. C -0.83
2. C 0.62
3. O -0.60
4. N -0.02
5. C -0.94
6. N 0.37
7. C -0.52
8. C -1.54

***

3.
C8H8 | ωB97M-V/def2-TZVPD

```
16
C8H8 | the Open Molecules 2025 dataset | ωB97M-V/def2-TZVPD
C 0.8877 -1.7420 -0.1591
C 0.4118 -0.5995 0.4341
C 0.4760 0.0808 1.6703
C -0.6426 1.2406 1.4825
C -0.9383 1.2786 -0.0588
C -0.3453 0.2444 -0.5806
C -0.3794 -0.1090 -1.9183
C 0.0183 -0.5212 -3.1060
H 0.3452 -2.1158 -1.2366
H 1.4694 -2.5866 0.3714
H 0.1985 -0.5730 2.5796
H 1.4637 0.7835 1.6524
H -1.5268 1.0903 2.1263
H -0.1435 2.1627 1.6017
H -1.7489 1.9676 -0.5482
H 0.4542 -0.6013 -4.3108
```

The HOMO energy comes out at -8.35 eV. As for the HOMO-LUMO gap: 9.1 eV. The maximum force is 10.6 eV Å⁻¹. As for the total energy: -8419.4327 eV. As for the charge: 0. The SMILES is C#CC1=CCCC1=C. As for the molar mass: 104.15 g/mol. The relative energy (zero: lowest compared OMol25 entry of this formula, charge and spin) is 539.1 kJ/mol. The LUMO energy is 0.718 eV.

Mulliken atomic charge list, values in e, 8 entries:
1. C -0.81
2. C 0.37
3. C -0.43
4. C -0.55
5. C -0.39
6. C 0.70
7. C -0.67
8. C -0.34

***

4.
C30H40Cl45N6O2S | ωB97M-V/def2-TZVPD

```
124
C30H40Cl45N6O2S | the Open Molecules 2025 dataset | ωB97M-V/def2-TZVPD
C 6.7665 0.2867 3.2346
O 5.9147 1.2682 2.6529
C 4.8853 0.6645 1.9161
N 3.8466 1.6115 1.5402
C 4.4014 2.7305 0.6971
C 4.0671 2.4840 -0.7949
C 5.1941 1.7792 -1.5822
C 4.7961 0.3417 -1.9294
N 3.5778 0.3099 -2.7223
C 3.3324 0.9028 -3.9229
C 1.9999 0.6408 -4.2373
C 1.4980 -0.1739 -3.2039
C 2.4812 -0.3750 -2.2712
C 3.0815 2.0479 2.5918
N 3.5039 1.9839 3.8909
N 1.8814 2.5411 2.3600
C 1.2577 2.6901 1.0319
C -0.2834 2.7027 1.1349
S -1.1131 1.5309 0.0174
C -0.6245 -0.0520 0.5605
N -0.7767 -0.5680 1.7343
N -0.2670 -1.8473 1.6441
C 0.1346 -2.0226 0.4395
O -0.0588 -0.9113 -0.3066
H 7.4103 0.7721 3.9627
H 7.3577 -0.1946 2.4489
H 6.1827 -0.4802 3.7578
H 5.3180 0.2973 0.9744
H 4.4700 -0.2220 2.4119
H 3.9111 3.6555 0.9965
H 5.4830 2.7836 0.7862
H 3.2224 1.7923 -0.8196
H 3.7279 3.3967 -1.2835
H 5.2870 2.3065 -2.5367
H 6.1727 1.8390 -1.1068
H 4.5730 -0.1891 -1.0017
H 5.5978 -0.1846 -2.4482
H 4.0618 1.4728 -4.4668
H 1.4609 0.9867 -5.1002
H 0.4978 -0.5780 -3.1627
H 2.4584 -0.9497 -1.3618
H 3.8143 1.0505 4.1483
H 2.7395 2.1790 4.5314
H 1.3226 2.8426 3.1465
H 1.6051 3.6409 0.6228
H 1.5974 1.8798 0.3905
H -0.5790 2.4745 2.1592
H -0.6568 3.6801 0.8367
H 0.5790 -2.8987 -0.0019
C -2.6323 5.4276 3.1363
Cl -3.7736 4.2396 2.5214
Cl -1.3597 4.6328 4.0816
Cl -1.9221 6.3607 1.8162
H -3.1592 6.1099 3.7906
C 0.4751 -3.6643 -4.4133
Cl -0.6255 -3.4675 -3.0386
Cl 0.2508 -2.3688 -5.5856
Cl 2.1491 -3.7295 -3.8656
H 0.2424 -4.6012 -4.8987
C -7.6549 3.0616 1.6465
Cl -5.9930 2.4551 1.6405
Cl -8.2334 3.2430 3.2977
Cl -7.7644 4.5838 0.7625
H -8.2872 2.3362 1.1465
C -7.0683 2.1249 7.4741
Cl -8.7374 1.7827 7.0090
Cl -6.1089 2.6429 6.0895
Cl -7.0208 3.3396 8.7532
H -6.6347 1.2120 7.8600
C 4.0253 0.3341 -8.2745
Cl 5.6301 -0.4109 -8.2381
Cl 3.3926 0.4936 -6.6283
Cl 4.0740 1.8906 -9.0951
H 3.3655 -0.3207 -8.8292
C 9.2874 -0.5456 -2.2639
Cl 8.7297 -1.8467 -3.3096
Cl 9.6724 0.8948 -3.1976
Cl 8.0648 -0.1763 -1.0330
H 10.1843 -0.8746 -1.7561
C 3.0774 3.2607 -12.9723
Cl 1.8964 2.3172 -12.0620
Cl 2.2685 4.3629 -14.0833
Cl 4.1541 4.1468 -11.8875
H 3.6787 2.5754 -13.5547
C -9.2306 3.6041 11.9438
Cl -9.2362 4.2062 13.5989
Cl -8.6785 1.9309 11.8865
Cl -10.8348 3.7529 11.2192
H -8.5431 4.2075 11.3659
C -12.3949 0.6109 13.0827
Cl -12.2071 -1.0136 12.4186
Cl -14.0971 0.9838 13.3521
Cl -11.4686 0.7894 14.5721
H -12.0055 1.3165 12.3600
C -8.9791 -0.3673 -0.6458
Cl -9.6001 1.2830 -0.4729
Cl -8.3102 -0.6095 -2.2543
Cl -7.7753 -0.7018 0.5974
H -9.8085 -1.0493 -0.5113
C -11.3264 0.7661 2.8856
Cl -11.1641 -0.8830 2.2682
Cl -12.9974 1.1022 3.3294
Cl -10.2439 1.0329 4.2500
H -11.0448 1.4483 2.0932
C 2.9458 -7.3400 -5.7704
Cl 3.0711 -8.9183 -6.5323
Cl 1.2656 -6.9950 -5.3262
Cl 3.9921 -7.2397 -4.3546
H 3.2660 -6.5889 -6.4809
C 5.7795 -3.9029 -9.5921
Cl 5.3835 -3.2404 -11.1767
Cl 4.5637 -5.0863 -9.0909
Cl 7.3876 -4.6226 -9.5928
H 5.7721 -3.0913 -8.8773
C 2.3260 -11.9129 -3.4355
Cl 1.7678 -10.2778 -3.0657
Cl 3.0304 -11.9781 -5.0493
Cl 3.4793 -12.4679 -2.2233
H 1.4698 -12.5736 -3.4140
C 1.8697 -2.0642 4.4004
Cl 3.5305 -2.6609 4.3282
Cl 1.3038 -1.9623 6.0573
Cl 1.7578 -0.4826 3.6068
H 1.2300 -2.7459 3.8519
```

The HOMO energy comes out at -10.23 eV. As for the HOMO-LUMO gap: 7.7 eV. The maximum force is 2.0 eV Å⁻¹. As for the total energy: -619129.9354 eV. As for the charge: +1. As for the molar mass: 2144.14 g/mol. The LUMO energy is -2.530 eV.

Mulliken atomic charge list, values in e, 8 entries:
1. C -0.64
2. O -0.40
3. C -0.80
4. N 0.91
5. C -1.39
6. C 0.51
7. C -0.85
8. C -0.88

***

5.
C4H6N2O | ωB97M-V/def2-TZVPD

```
13
C4H6N2O | the Open Molecules 2025 dataset | ωB97M-V/def2-TZVPD
C -2.2157 0.4009 0.0694
C -0.7974 -0.0651 0.0130
C -0.3432 -1.1057 -0.7084
N 1.0306 -1.0597 -0.8378
C 1.3530 0.0192 -0.2014
N 2.6300 0.5237 -0.1978
O 0.3265 0.6934 0.3666
H -2.4161 1.0949 -0.7570
H -2.8106 -0.5016 -0.1096
H -2.5913 0.8543 0.9893
H -0.9271 -1.8752 -1.1954
H 2.9969 1.0140 0.6016
H 3.2608 -0.1574 -0.5999
```

The HOMO energy comes out at -8.08 eV. As for the HOMO-LUMO gap: 9.0 eV. The maximum force is 0.5 eV Å⁻¹. As for the total energy: -9272.7281 eV. As for the charge: 0. The SMILES is Cc1cnc(N)o1. As for the molar mass: 98.10 g/mol. The relative energy (zero: lowest compared OMol25 entry of this formula, charge and spin) is 74.7 kJ/mol. The LUMO energy is 0.939 eV.

Mulliken atomic charge list, values in e, 8 entries:
1. C -1.04
2. C 0.49
3. C -0.20
4. N -0.61
5. C 0.44
6. N -0.45
7. O -0.40
8. H 0.24

***

6.
C20H18N6NaOS2Se | ωB97M-V/def2-TZVPD

```
49
C20H18N6NaOS2Se | the Open Molecules 2025 dataset | ωB97M-V/def2-TZVPD
Na -0.2606 -2.2620 0.4828
C -0.4782 -1.5513 3.9886
C 0.4548 -2.4410 3.2249
O 0.0612 -3.2072 2.3501
N 1.7710 -2.3681 3.5707
C 2.7999 -2.9858 2.7594
C 3.2310 -2.1336 1.5797
C 4.5501 -2.0950 1.1551
C 4.8717 -1.3034 0.0608
C 3.8712 -0.5813 -0.5624
C 2.5771 -0.6882 -0.0707
N 2.2626 -1.4528 0.9703
H -1.4035 -2.0894 4.1837
H -0.7296 -0.6965 3.3490
H -0.0451 -1.1935 4.9213
H 2.0311 -1.5364 4.0768
H 2.3986 -3.9311 2.3915
H 3.6587 -3.2137 3.3916
H 5.3083 -2.6663 1.6758
H 5.8925 -1.2543 -0.2975
H 4.0686 0.0327 -1.4291
H 1.7510 -0.1598 -0.5327
S -2.6626 -1.7238 -0.4484
C -2.4463 -0.4840 0.7735
S -0.9777 0.4168 0.8930
C -3.4818 -0.2572 1.6805
C -3.3506 0.6832 2.7432
N -3.2886 1.4363 3.6165
C -4.7110 -0.9758 1.6491
N -5.7244 -1.5278 1.6758
C 1.2023 2.2673 -3.9500
N 0.0152 1.7050 -3.3588
C -0.1866 0.3897 -3.0637
Se 0.9948 -0.9979 -3.3207
N -1.4167 0.2835 -2.5361
C -1.9916 1.5326 -2.4086
C -3.1925 1.9424 -1.8553
C -3.4639 3.3015 -1.8909
C -2.5702 4.2133 -2.4589
C -1.3611 3.8001 -3.0013
C -1.0907 2.4425 -2.9545
H 1.9059 1.4551 -4.1194
H 1.6430 3.0046 -3.2763
H 0.9641 2.7475 -4.9010
H -1.7253 -0.5490 -1.9959
H -3.8634 1.2323 -1.3905
H -4.3834 3.6660 -1.4529
H -2.8192 5.2666 -2.4625
H -0.6600 4.5069 -3.4255
```

The HOMO energy comes out at -4.26 eV. As for the HOMO-LUMO gap: 6.1 eV. The maximum force is 0.7 eV Å⁻¹. As for the total energy: -123458.6800 eV. As for the charge: -1. As for the molar mass: 524.49 g/mol. The relative energy (zero: lowest compared OMol25 entry of this formula, charge and spin) is 0.0 kJ/mol. The LUMO energy is 1.827 eV.

Mulliken atomic charge list, values in e, 8 entries:
1. Na 0.70
2. C -0.86
3. C 0.86
4. O -0.84
5. N -0.20
6. C -0.74
7. C 0.58
8. C -0.87

***

7.
C4H7CuO | ωB97M-V/def2-TZVPD

```
13
C4H7CuO | the Open Molecules 2025 dataset | ωB97M-V/def2-TZVPD
O 2.9018 0.2260 0.0525
C 1.6338 -0.3697 0.2444
C 0.5800 0.6850 0.2276
H 3.5684 -0.4624 -0.0127
H 1.5936 -0.9262 1.1990
H 1.4385 -1.1132 -0.5560
H 0.6469 1.4476 -0.5526
H 0.1882 1.0078 1.1960
C -1.7191 -0.4359 -0.3261
C -2.7490 0.1416 -0.8524
H -1.7715 -0.9560 0.6423
H -2.0610 -1.3429 -1.1095
Cu -4.2507 2.0984 -0.1525
```

The HOMO energy (spin up / spin down) comes out at -11.58 / -13.00 eV. As for the HOMO-LUMO gap (spin up / spin down): 5.0 / 6.4 eV. The maximum force is 3.3 eV Å⁻¹. As for the total energy: -50933.0151 eV. As for the charge: +1. As for the molar mass: 134.64 g/mol. The spin multiplicity is 2. The expectation value of S² is 0.766. The relative energy (zero: lowest compared OMol25 entry of this formula, charge and spin) is 480.7 kJ/mol. The LUMO energy (spin up / spin down) is -6.598 / -6.571 eV.

Mulliken atomic charge list, values in e, 8 entries:
1. O -0.50
2. C -0.08
3. C -0.94
4. H 0.31
5. H 0.26
6. H 0.26
7. H 0.38
8. H 0.36

***

8.
C2H4FNO2 | ωB97M-V/def2-TZVPD

```
10
C2H4FNO2 | the Open Molecules 2025 dataset | ωB97M-V/def2-TZVPD
C -0.2118 0.6994 -0.8327
C 0.1836 -0.4302 -0.2742
N -0.5898 -1.6376 -0.4136
O -1.6433 -1.5863 -1.0063
O -0.1158 -2.6363 0.0840
F 0.6317 1.9365 1.9102
H 0.3380 1.6171 -0.7213
H 1.4593 1.8911 2.3437
H -1.1275 0.7215 -1.4046
H 1.0755 -0.5753 0.3148
```

The HOMO energy comes out at -11.13 eV. As for the HOMO-LUMO gap: 10.8 eV. The maximum force is 1.1 eV Å⁻¹. As for the total energy: -10437.8243 eV. As for the charge: 0. The SMILES is C=C[N+](=O)[O-].F. As for the molar mass: 93.06 g/mol. The relative energy (zero: lowest compared OMol25 entry of this formula, charge and spin) is 358.4 kJ/mol. The LUMO energy is -0.346 eV.

Mulliken atomic charge list, values in e, 8 entries:
1. C -0.60
2. C -0.07
3. N 0.90
4. O -0.57
5. O -0.56
6. F -0.39
7. H 0.26
8. H 0.39